Molecular formula: C16H15NO5RhS2
Method: DFT, ωB97M-V with the def2-TZVPD basis set

Its net charge is -1. The energy above the lowest of the compared OMol25 structures with the same formula, charge and spin is 0.0 kJ/mol. As for the LUMO energy: 2.28 eV.

Element x y z (Å)
Rh -0.720 0.047 1.028
S 1.232 -2.571 -2.037
C -0.429 -2.432 -2.540
C -1.052 -2.957 -3.666
C -2.396 -2.689 -3.850
C -3.105 -1.910 -2.929
C -2.488 -1.389 -1.811
C -1.137 -1.660 -1.614
N -0.370 -1.228 -0.552
C 0.872 -1.609 -0.642
C 1.772 -1.186 0.406
C 3.114 -1.549 0.512
C 3.845 -1.101 1.593
C 3.224 -0.308 2.560
C 1.892 0.058 2.456
C 1.145 -0.369 1.361
H -0.501 -3.556 -4.380
H -2.904 -3.085 -4.720
H -4.155 -1.709 -3.100
H -3.020 -0.774 -1.097
H 3.572 -2.180 -0.243
H 4.888 -1.372 1.697
H 3.795 0.024 3.420
H 1.420 0.644 3.234
O -2.826 0.105 4.036
S -1.456 0.000 3.600
O -0.476 -0.067 4.660
O -1.104 1.175 2.640
O -1.278 -1.164 2.609
C -0.868 3.634 -1.165
C -0.499 2.759 0.028
C 0.913 3.064 0.516
O -0.630 1.422 -0.374
H -0.830 4.696 -0.905
H -1.875 3.392 -1.509
H -0.173 3.447 -1.987
H -1.189 2.988 0.854
H 1.639 2.787 -0.254
H 1.127 2.493 1.419
H 1.029 4.127 0.748

Molecular formula: C16H16Al2B2Br8O16
Method: DFT, ωB97M-V with the def2-TZVPD basis set

Its net charge is +4. The energy above the lowest of the compared OMol25 structures with the same formula, charge and spin is 2472.4 kJ/mol. As for the LUMO energy: -16.26 eV.

Element x y z (Å)
Al 4.817 2.061 0.192
Al 1.566 -0.996 -4.138
O 1.599 -0.097 3.016
C 1.303 0.321 1.879
O 0.219 -0.010 1.161
B 0.369 0.551 -0.191
O 1.626 1.256 -0.159
C 2.202 1.225 0.975
O 3.352 1.749 1.209
O -0.682 1.371 -0.720
C -1.005 0.944 -1.940
O -1.726 1.462 -2.786
C -0.146 -0.260 -2.243
O 0.519 -0.470 -1.229
O -0.020 -0.947 -3.303
O 2.176 0.276 -2.530
C 2.497 -0.524 -1.637
O 2.082 -1.619 -1.491
B 2.827 -2.405 -0.488
O 3.692 -1.341 0.093
C 3.544 -0.258 -0.658
O 4.162 0.791 -0.424
O 3.666 -3.477 -1.069
C 3.474 -4.632 -0.358
O 4.038 -5.769 -0.603
C 2.433 -4.362 0.841
O 2.122 -3.113 0.682
O 1.914 -5.118 1.660
Br 1.420 3.048 3.883
C -0.121 1.723 3.805
C 0.242 0.547 4.825
Br -0.936 -0.997 4.413
H -0.143 1.377 2.771
H -1.009 2.262 4.133
H 0.165 0.837 5.873
H 1.286 0.341 4.591
Br -4.239 -2.053 2.205
C -2.845 -0.627 1.966
C -1.465 -1.280 1.609
Br -1.564 -1.889 -0.306
H -2.746 0.008 2.846
H -3.256 -0.024 1.156
H -1.334 -2.127 2.283
H -0.638 -0.574 1.692
Br -3.135 -1.579 -5.930
C -3.029 0.346 -5.419
C -2.041 0.719 -4.303
Br -0.306 0.018 -4.859
H -4.046 0.640 -5.157
H -2.806 1.002 -6.260
H -2.272 0.194 -3.376
H -2.020 1.791 -4.110
Br -2.033 1.665 2.781
C -1.375 2.589 1.162
C -2.331 2.377 0.032
Br -3.980 3.387 0.621
H -0.478 2.074 0.817
H -1.218 3.636 1.420
H -2.502 1.300 0.007
H -1.866 2.664 -0.911

Molecular formula: C16H16AuBN8S
Method: DFT, ωB97M-V with the def2-TZVPD basis set

Its net charge is +2. As for the expectation value of S²: 2.03. As for the LUMO energy (spin up / spin down): -6.72 / -10.44 eV. The spin multiplicity is 3.

Element x y z (Å)
Au 0.539 -0.581 -0.864
C -3.573 -1.262 0.890
C -2.774 -0.826 -0.169
N -1.490 -0.996 0.139
N -1.426 -1.530 1.371
C -2.672 -1.702 1.843
B -0.092 -1.971 2.017
N 0.832 -0.753 2.241
C 1.338 -0.297 3.399
C 2.197 0.752 3.127
C 2.166 0.876 1.736
N 1.343 -0.036 1.225
N 0.618 -2.903 1.001
C 1.010 -4.174 1.125
C 1.598 -4.584 -0.063
C 1.527 -3.475 -0.893
N 0.934 -2.477 -0.229
H -4.647 -1.248 0.945
H -3.073 -0.415 -1.120
H -2.846 -2.123 2.820
H -0.286 -2.547 3.036
H 1.059 -0.740 4.341
H 2.758 1.351 3.823
H 2.706 1.564 1.106
H 0.855 -4.723 2.039
H 2.015 -5.548 -0.294
H 1.863 -3.351 -1.910
N 1.638 0.370 -3.865
C 0.956 1.301 -3.247
N 0.436 1.177 -2.022
C -0.191 2.314 -1.633
C -0.814 2.523 -0.394
C -1.396 3.739 -0.167
C -1.374 4.765 -1.154
C -0.762 4.583 -2.384
C -0.167 3.360 -2.620
S 0.685 2.850 -4.033
H 1.791 -0.538 -3.442
H 2.014 0.528 -4.791
H -0.823 1.741 0.356
H -1.883 3.927 0.781
H -1.845 5.716 -0.937
H -0.744 5.363 -3.134

Molecular formula: C16H16BN9O7Ti
Method: DFT, ωB97M-V with the def2-TZVPD basis set

Its net charge is +2. The energy above the lowest of the compared OMol25 structures with the same formula, charge and spin is 265.0 kJ/mol. As for the LUMO energy (spin up / spin down): -10.56 / -10.56 eV.

Element x y z (Å)
H 1.377 3.465 -0.478
N 0.714 1.776 -1.605
B -0.279 0.286 -3.507
N 0.134 1.639 -2.858
C 0.186 2.827 -3.490
Ti 1.654 0.481 -0.334
H -0.043 2.899 -4.545
C 0.636 3.786 -2.585
H 0.733 4.838 -2.782
C 0.956 3.111 -1.416
H -0.203 0.418 -4.701
C -1.439 -3.203 1.250
H -0.913 -3.896 1.917
H -0.712 -2.775 0.544
H -2.189 -3.765 0.669
N -1.821 -0.030 -3.261
N 0.687 -0.836 -3.010
N -2.279 -0.031 -1.986
N 1.149 -0.941 -1.695
C -2.848 -0.351 -4.100
C 1.279 -1.787 -3.759
H -2.708 -0.345 -5.174
H 1.090 -1.856 -4.815
C -3.959 -0.679 -3.300
C 2.051 -2.606 -2.921
C -3.522 -0.506 -1.968
C 1.923 -2.076 -1.633
H -4.932 -1.002 -3.620
H 2.616 -3.471 -3.212
H -4.021 -0.716 -1.027
H 2.350 -2.406 -0.701
H -1.899 -2.417 1.807
O 0.031 1.124 7.289
N 1.058 0.993 6.592
O 2.225 0.980 7.055
C 0.902 0.815 5.161
C -0.371 0.676 4.579
C -0.485 0.344 3.232
C 0.669 0.304 2.405
O 0.554 0.350 1.085
C 1.968 0.413 3.002
C 2.060 0.613 4.393
N 3.163 0.486 2.217
O 4.257 0.665 2.737
O 3.102 0.489 0.845
N -1.836 0.193 2.690
O -2.758 0.764 3.318
O -2.048 -0.477 1.664
H -1.287 0.807 5.148
H 3.030 0.627 4.884

Molecular formula: C16H16CoF5N4SSbSe
Method: DFT, ωB97M-V with the def2-TZVPD basis set

Its net charge is 0. As for the expectation value of S²: 1.11. The energy above the lowest of the compared OMol25 structures with the same formula, charge and spin is 46.3 kJ/mol. As for the LUMO energy (spin up / spin down): -0.90 / -0.96 eV. The spin multiplicity is 2.

Element x y z (Å)
Co -0.552 1.142 0.981
N -4.041 -1.130 1.599
C -3.088 -0.217 1.336
S -1.795 -0.036 2.485
N -3.230 0.468 0.218
N -2.189 1.302 0.032
C -2.236 2.204 -0.881
C -1.086 3.095 -0.947
C -0.958 4.102 -1.894
C 0.168 4.906 -1.865
C 1.133 4.688 -0.894
C 0.935 3.666 0.017
N -0.143 2.890 0.001
H -4.048 -1.603 2.483
H -4.842 -1.180 0.994
H -3.098 2.299 -1.530
H -1.730 4.241 -2.637
H 0.292 5.695 -2.594
H 2.027 5.292 -0.840
H 1.665 3.456 0.790
F 6.011 1.386 1.899
C 4.846 1.035 1.357
C 3.655 1.324 2.001
F 3.657 1.956 3.176
C 2.469 0.947 1.401
F 1.319 1.245 2.098
C 2.374 0.297 0.184
Se 0.709 -0.230 -0.583
C 3.594 0.020 -0.425
F 3.619 -0.613 -1.600
C 4.807 0.374 0.139
F 5.948 0.089 -0.488
C 0.286 -3.952 -1.457
Sb -1.559 -3.015 -0.874
C -1.294 -3.408 1.220
C -2.768 -4.773 -1.205
H 0.214 -5.031 -1.321
H 1.083 -3.558 -0.827
H 0.525 -3.728 -2.494
H -0.906 -4.418 1.358
H -2.245 -3.313 1.742
H -0.596 -2.683 1.635
H -2.319 -5.631 -0.703
H -2.841 -4.983 -2.271
H -3.773 -4.618 -0.815

Molecular formula: C16H16F3N3O2STa
Method: DFT, ωB97M-V with the def2-TZVPD basis set

Its net charge is +3. The energy above the lowest of the compared OMol25 structures with the same formula, charge and spin is 32.2 kJ/mol. As for the LUMO energy: -11.95 eV.

Element x y z (Å)
Ta -8.114 -3.245 13.241
C -11.245 -0.886 11.683
C -10.220 -1.066 12.666
C -10.458 -1.817 13.932
C -9.484 -1.960 14.968
C -8.148 -1.511 14.761
C -7.895 -0.790 13.613
C -8.885 -0.622 12.617
H -12.244 -1.278 11.960
H -10.939 -1.309 10.752
H -11.531 0.187 11.486
H -11.435 -2.136 14.207
H -9.662 -2.470 15.873
H -7.439 -1.734 15.530
H -6.854 -0.476 13.505
H -8.552 -0.019 11.767
F -4.062 -5.992 13.704
C -3.106 -5.041 13.317
F -2.276 -5.585 12.464
F -2.412 -4.765 14.373
C -3.862 -3.855 12.829
C -3.221 -2.812 12.223
C -3.993 -1.764 11.778
C -5.316 -1.676 12.034
N -5.987 -2.637 12.726
C -5.246 -3.766 13.072
S -6.461 -4.775 13.866
H -2.148 -2.783 12.104
H -3.574 -0.883 11.303
H -5.960 -0.827 11.800
C -10.592 -6.410 15.088
C -9.597 -6.069 13.989
N -9.172 -6.922 13.154
O -9.189 -4.798 13.854
H -11.037 -5.501 15.443
H -9.984 -6.751 15.950
H -11.310 -7.208 14.852
H -9.387 -7.906 13.293
H -8.655 -6.542 12.339
O -9.755 -3.156 9.365
C -9.182 -3.203 10.338
N -8.589 -3.394 11.392

Molecular formula: C16H16GaNO2
Method: DFT, ωB97M-V with the def2-TZVPD basis set

Its net charge is -2. As for the LUMO energy: 5.17 eV.

Element x y z (Å)
C 0.123 1.708 3.385
C 1.164 1.360 2.348
Ga 0.683 0.854 0.363
C 0.094 -1.125 0.144
C -1.484 -1.411 0.487
C -1.789 -2.155 1.953
C -3.322 -2.540 2.399
C -4.534 -2.187 1.351
C -4.240 -1.431 -0.075
C -2.721 -1.025 -0.566
C -2.462 -0.293 -2.038
C -0.770 2.230 -0.221
O -0.529 2.913 -1.349
O -2.009 2.503 0.525
C 2.407 1.060 -0.832
C 3.459 -0.180 -0.863
C 4.854 -0.265 -1.759
C 5.065 1.132 -2.656
C 3.922 2.273 -2.452
N 2.678 2.289 -1.630
H -0.048 0.997 4.327
H -0.560 2.670 3.326
H 2.313 1.387 2.618
H 0.747 -1.772 0.906
H 0.327 -1.585 -0.924
H -0.854 -2.411 2.650
H -3.475 -3.083 3.424
H -5.649 -2.467 1.608
H -5.140 -1.202 -0.801
H -3.130 0.677 -2.179
H -1.308 -0.037 -2.207
H -2.716 -1.134 -2.844
H 3.191 -1.126 -0.194
H 5.600 -1.166 -1.764
H 5.996 1.265 -3.384
H 4.119 3.275 -3.075

Molecular formula: C16H16N4O3Pt
Method: DFT, ωB97M-V with the def2-TZVPD basis set

Its net charge is 0. As for the LUMO energy: -0.39 eV.

Element x y z (Å)
Pt -1.138 1.010 0.088
C 0.874 -2.690 -2.336
C 0.084 -1.580 -1.715
N 0.459 -0.829 -0.756
N 1.587 -0.960 -0.061
C 1.334 -0.386 1.127
O 0.213 0.098 1.483
C 2.444 -0.348 2.112
C 2.328 0.476 3.227
C 3.362 0.543 4.148
C 4.508 -0.218 3.963
C 4.623 -1.043 2.851
C 3.595 -1.107 1.925
C -1.334 -1.336 -2.024
C -1.987 -2.029 -3.046
C -3.349 -1.902 -3.220
C -4.060 -1.085 -2.348
C -3.353 -0.407 -1.378
N -2.028 -0.489 -1.217
H 1.821 -2.774 -1.808
H 1.081 -2.491 -3.390
H 0.347 -3.644 -2.271
H 1.429 1.065 3.347
H 3.274 1.191 5.010
H 5.313 -0.168 4.685
H 5.516 -1.637 2.707
H 3.670 -1.740 1.052
H -1.406 -2.673 -3.690
H -3.854 -2.439 -4.012
H -5.133 -0.976 -2.409
H -3.881 0.222 -0.672
N -2.417 2.394 -0.721
C -1.883 3.755 -0.423
C -0.979 3.740 0.813
O -0.705 4.782 1.357
O -0.508 2.572 1.152
H -2.562 2.280 -1.719
H -3.321 2.281 -0.271
H -2.692 4.470 -0.289
H -1.271 4.073 -1.267

These records have E values of -53244.940, -624429.926, -43960.947, -68361.188, -156744.186, -45930.101, -74792.351, -32200.673 eV, in the order they appear.